No. 1
Molecular formula: C41H49IrN2O6PS3
Method: DFT, the ωB97M-V functional and the def2-TZVPD basis

Computed properties:
total charge = +2
M = 985.24 u
frontier orbital gap (alpha / beta) = 8.06 / 5.14 eV
<S²> = 8.784
electronic energy = -103193.0737 eV
spin multiplicity = 6
lowest unoccupied orbital energy (alpha / beta) = -0.18461 / -0.29450 Ha

Last column: Mulliken charge in e.
Atoms and positions in Å:
Ir 0.4052 -0.3339 -0.1723  2.087
C 1.8003 -4.9596 -4.1195  -1.573
C 0.9737 -4.9057 -2.8309  -0.417
N 1.7894 -4.5872 -1.6805  0.108
C 2.9200 -5.4609 -1.3946  -0.448
C 2.4898 -6.7194 -0.6405  -1.217
C 1.5105 -3.6068 -0.8238  0.918
S -0.0392 -2.7803 -0.8934  -0.513
N 2.3219 -3.4221 0.1783  -0.298
C 2.5192 -2.3930 0.9798  0.029
O 2.2975 -1.1976 0.6872  -0.787
C 3.0815 -2.7925 2.2914  0.198
C 2.4751 -2.3275 3.4529  0.112
C 2.8905 -2.8029 4.6817  -0.837
C 3.9421 -3.7005 4.7556  -0.570
C 4.5649 -4.1425 3.5993  -0.686
C 4.1303 -3.7035 2.3633  -0.408
H 1.1319 -4.9578 -4.9750  0.406
H 2.4029 -5.8623 -4.1761  0.462
H 2.4638 -4.1003 -4.1919  0.428
H 0.4779 -5.8663 -2.6592  0.343
H 0.2014 -4.1370 -2.9169  0.323
H 3.6269 -4.8943 -0.7866  0.286
H 3.3975 -5.7333 -2.3355  0.364
H 1.9368 -6.4591 0.2588  0.314
H 3.3723 -7.2811 -0.3455  0.392
H 1.8726 -7.3587 -1.2662  0.359
H 1.6526 -1.6335 3.3835  0.362
H 2.3807 -2.4811 5.5756  0.443
H 4.2756 -4.0574 5.7166  0.411
H 5.3775 -4.8483 3.6542  0.426
H 4.6074 -4.0563 1.4617  0.441
O -0.7236 2.2133 1.1923  -0.580
S -0.5933 3.1305 2.3520  0.601
C -1.8255 4.4945 2.0698  -1.096
C -2.0103 4.9398 0.6277  0.201
C -3.2444 4.3272 -0.0424  -1.174
C -3.1939 2.8230 -0.2719  0.733
S -2.4759 2.2005 -1.8750  -0.135
O -1.3166 1.3243 -1.4185  -0.589
C -1.7906 3.7256 -2.5553  0.691
C -2.6150 4.4207 -3.4296  -0.527
C -2.1500 5.5739 -4.0356  -0.583
C -0.8636 6.0212 -3.7761  -0.784
C -0.0502 5.3245 -2.8966  -0.848
C -0.5112 4.1714 -2.2804  -0.279
C 0.9376 4.0313 2.0534  0.756
C 1.7001 3.7488 0.9337  0.052
C 2.8977 4.4175 0.7484  -1.138
C 3.3259 5.3453 1.6853  -0.644
C 2.5784 5.5828 2.8297  -0.810
C 1.3819 4.9164 3.0226  -0.757
H -1.4594 5.2994 2.7034  0.528
H -2.7590 4.1143 2.4827  0.572
H -1.1100 4.7361 0.0480  -0.307
H -2.1512 6.0227 0.6293  0.535
H -3.4141 4.8457 -0.9888  0.323
H -4.1107 4.5338 0.5908  0.630
H -4.2015 2.4131 -0.2742  0.582
H -2.5963 2.3036 0.4741  -0.911
H -3.6107 4.0566 -3.6366  0.521
H -2.7939 6.1108 -4.7155  0.449
H -0.4934 6.9064 -4.2703  0.436
H 0.9482 5.6780 -2.6929  0.576
H 0.1165 3.5963 -1.6180  0.415
H 1.3575 2.9991 0.2321  0.513
H 3.5030 4.2010 -0.1179  0.541
H 4.2505 5.8785 1.5307  0.439
H 2.9386 6.2741 3.5747  0.460
H 0.8059 5.0778 3.9215  0.515
C -3.2037 -0.7596 4.2946  -0.811
C -3.1476 -1.1719 2.9628  -0.820
C -2.0577 -0.8506 2.1819  -0.790
C -0.9730 -0.1356 2.7151  1.663
C 0.1590 0.1848 1.9137  -1.134
C 1.2547 0.8011 2.5424  0.166
C 1.1952 1.2140 3.8695  -0.860
C 0.0589 0.9871 4.6234  -0.927
C -1.0307 0.2839 4.0758  1.040
C -2.1696 -0.0341 4.8422  -0.869
H -4.0618 -1.0073 4.8982  0.434
H -3.9656 -1.7362 2.5435  0.519
H -2.0070 -1.1556 1.1380  0.513
H 2.1621 0.9798 1.9821  0.379
H 2.0515 1.7012 4.3130  0.575
H 0.0137 1.3021 5.6554  0.590
H -2.2167 0.3018 5.8671  0.528
C 1.2038 1.9115 -4.3332  -0.896
O 0.3377 1.6054 -3.2469  0.358
P 0.2316 0.1860 -2.4916  0.514
O 1.5348 -0.6234 -3.0401  -0.418
C 1.5801 -1.3001 -4.2945  -0.424
O -0.8836 -0.5918 -3.3494  -0.193
C -2.1937 -0.9772 -2.9846  -0.743
H 0.7287 1.6384 -5.2770  0.279
H 2.1607 1.4003 -4.2341  0.304
H 1.3553 2.9907 -4.3205  0.283
H 2.6258 -1.3370 -4.6007  0.358
H 0.9824 -0.7902 -5.0485  0.332
H 1.1863 -2.3085 -4.1711  -0.148
H -2.3929 -1.9273 -3.4836  0.277
H -2.9147 -0.2333 -3.3289  0.322
H -2.2895 -1.1118 -1.9047  0.237



No. 2
Molecular formula: C41H49N4O6P2RbS
Method: DFT, the ωB97M-V functional and the def2-TZVPD basis

Computed properties:
total charge = -2
M = 873.35 u
frontier orbital gap (alpha / beta) = 2.68 / 3.48 eV
electronic energy = -91602.3583 eV
lowest unoccupied orbital energy (alpha / beta) = 0.08955 / 0.11863 Ha

Last column: Mulliken charge in e.
Atoms and positions in Å:
Rb 1.3500 0.8276 -0.8868  0.252
C -0.8037 2.4116 2.0001  -0.911
C 0.8454 2.6735 2.5327  -0.339
N 1.1644 1.7066 3.3919  0.405
C 0.6752 1.7810 4.6752  -0.945
C -0.8602 1.1226 5.1009  -0.722
S -1.5460 -0.2150 4.1866  0.239
C -2.7672 0.5092 3.1647  -1.217
C -2.3400 0.6966 1.7604  0.237
N -1.0480 1.2416 1.3927  1.522
H -1.1538 3.1701 1.2129  0.276
H -1.3105 2.5563 2.8446  0.288
H 0.9636 3.6823 2.9968  0.356
H 1.3934 2.9145 1.5970  -0.523
H 1.5129 0.8276 3.0507  0.348
H 0.7426 2.8252 4.9389  0.410
H 1.4802 1.4162 5.5458  0.273
H -1.6964 1.7492 5.1596  0.524
H -0.6340 0.7006 6.1456  0.286
H -2.8019 1.4760 3.4398  0.651
H -3.6949 -0.3796 2.8729  0.209
H -2.9340 1.5747 1.1823  0.405
H -2.2600 -0.1516 1.2472  -0.629
H -0.4797 0.4418 1.7539  -0.590
O -4.0268 4.5133 -4.4003  -0.546
C -2.6556 4.6039 -4.0476  0.674
O -2.0371 5.6090 -4.2592  -0.543
C -2.1320 3.3987 -3.4666  0.895
C -2.8822 2.5399 -2.6619  -1.363
N -2.0197 1.5482 -2.3083  0.467
N -0.8041 1.7247 -2.7888  -0.183
C -0.8085 2.8624 -3.4246  -0.215
C 0.3270 3.3671 -4.2592  0.298
O 0.0762 3.3546 -5.4681  -0.649
O 1.5286 3.7498 -3.7136  -0.308
H -4.2582 3.4655 -4.3721  0.383
H -3.8173 2.6099 -2.2435  0.701
H -2.0161 0.7712 -1.5655  0.184
O 1.7687 -0.6537 2.0452  -1.265
P 0.9680 -1.9462 1.7248  1.801
C -0.5525 -2.0619 1.0007  0.078
P -1.1822 -1.7360 -0.5137  -1.317
O -1.2208 -0.2043 -0.8606  -0.336
C -2.7612 -2.7840 -0.7573  0.120
C -3.5350 -2.4826 -1.9178  -0.456
C -4.8054 -3.0798 -2.0638  -0.539
C -5.2249 -3.9510 -1.1235  -0.503
C -4.4405 -4.4018 -0.0377  -0.902
C -3.1890 -3.6400 0.1048  -0.253
C -0.2539 -2.5355 -1.8800  1.121
C 0.1141 -1.4818 -3.0805  -0.718
C 1.0244 -1.7660 -4.0244  -0.519
C 1.6973 -3.0179 -4.0595  -0.484
C 1.3804 -3.9262 -3.0239  -0.644
C 0.5656 -3.6464 -1.8844  0.062
C 2.2966 -3.0907 0.9866  0.046
C 3.2167 -2.7098 0.0336  0.443
C 4.1611 -3.5746 -0.5150  -0.676
C 4.0766 -4.9355 -0.0641  -0.261
C 3.2533 -5.3065 0.9841  -0.664
C 2.2861 -4.4996 1.4230  -0.612
C 0.6716 -2.7816 3.3674  -0.277
C 1.6106 -3.2912 4.3222  -0.518
C 1.3505 -4.1066 5.4240  -0.681
C -0.0290 -4.3261 5.7412  -0.496
C -1.0752 -3.7827 4.8219  -0.513
C -0.6909 -3.0874 3.6897  -0.134
H -0.1708 7.7359 -1.2485  -0.262
H -7.2444 -1.9258 -6.5356  0.003
H -2.9914 -1.6539 -2.4647  0.222
H -5.4334 -2.5975 -3.0575  0.099
H -6.1471 -4.3398 -1.2360  0.495
H -4.3723 -5.2359 0.5268  0.464
H -2.8104 -3.8388 0.9663  0.874
H -0.4537 -0.6278 -2.9503  0.771
H 0.9774 -0.8848 -4.7196  0.323
H 2.7999 -2.9365 -4.3491  0.192
H 1.9278 -4.8343 -2.9303  0.339
H 0.2263 -4.3180 -0.9451  0.058
H 3.0849 -1.6476 -0.3538  -0.112
H 4.8162 -3.2426 -1.2973  0.369
H 4.5568 -5.5425 -1.0792  0.108
H 3.1240 -6.5697 0.8266  0.099
H 1.5475 -4.9049 1.9924  0.815
H 2.6587 -3.3844 4.0135  0.330
H 2.0170 -4.8949 5.4569  0.307
H -0.1812 -4.6850 6.8384  0.244
H -2.1080 -3.9186 5.0166  0.446
H -1.4428 -2.8802 2.8700  0.116
C 2.5767 5.3496 -0.5634  -1.514
C 2.9683 4.8778 -1.9367  2.324
C 4.3382 4.0827 -1.9868  -1.378
C 3.1332 6.0476 -2.9601  -1.874
C 1.7658 3.9641 -2.1146  -1.279
H 3.2342 6.4076 -0.1911  0.207
H 2.3988 4.6796 0.2095  0.281
H 1.4976 6.0939 -0.5704  0.390
H 5.0770 4.9477 -1.9431  0.372
H 4.0193 3.2890 -2.6330  0.408
H 4.3376 3.3647 -1.1157  0.232
H 3.9806 6.6801 -2.6886  0.427
H 2.3605 6.5041 -3.0551  0.780
H 3.3221 5.4694 -4.0319  0.221
H 0.8564 4.4998 -1.9502  0.598